Molecular formula: C5H13NO
Method: DFT, ωB97M-V/def2-TZVPD

XYZ file:
```
20
Properties=species:S:1:pos:R:3:forces:R:3
O -2.052218 5.748303 1.252380 -0.16 -0.18 2.10
N 0.595242 -0.133925 1.497290 -3.39 -0.54 0.62
C -0.713347 -2.264439 1.133217 2.10 -1.21 -2.20
C 0.262625 -0.883349 -0.774326 1.82 0.67 0.84
C 0.766653 0.458478 -1.238552 -0.54 -0.81 -1.62
C 0.842910 -1.973801 -1.554700 1.23 -2.22 -0.15
C 0.004696 -1.074379 0.533906 1.23 1.43 1.00
H 2.025961 -1.876348 -1.552669 -2.36 0.05 -0.22
H -1.124958 -1.914512 2.093370 -0.16 -0.97 -0.50
H -0.118631 1.047886 -1.506147 0.55 0.52 0.28
H -2.974105 5.964235 1.192072 -0.67 0.15 0.03
H 0.660815 -2.936516 -1.070790 0.05 -0.10 0.06
H -1.744201 5.764397 0.382300 0.84 0.02 -2.14
H 1.530387 0.143305 1.504786 1.57 0.01 -0.91
H 1.396386 0.813378 -0.487713 0.53 1.50 1.18
H 0.027879 -3.187089 1.123678 -1.19 1.76 1.09
H -1.341543 -2.600507 0.275092 -0.67 0.29 1.37
H 0.471802 -2.123561 -2.547783 0.09 0.28 -0.93
H 1.438042 0.390727 -2.117716 -0.67 -0.20 0.15
H 0.045605 0.637716 1.862304 -0.19 -0.45 -0.06
```
Positions in Å, forces in eV/Å.

The lowest unoccupied orbital energy comes out at 0.83 eV. Its net charge is 0. For the energy relative to the best compared isomer or geometry (same formula, charge and spin), the calculation gives 3.044 eV. The SMILES is CC(C)=C(C)N.O.